The following is a quantum chemistry calculation of a molecular structure, C11H31CrO13 in a non-equilibrium geometry, from the Open Molecules 2025 dataset.

Positions of all 56 atoms, in Å:
Cr  -4.65188  0.37636  -0.96859
O  -0.67004  0.27754  0.85935
C  -1.63237  0.00295  0.04111
O  -1.26681  -0.56360  -1.01791
O  -2.87156  0.19382  0.20272
H  0.15000  -0.09884  0.53152
C  1.70409  0.87862  -3.80376
C  1.65959  0.11724  -5.12848
O  0.46134  -0.55062  -5.34685
O  1.51946  -0.01072  -2.72039
H  0.84454  1.54736  -3.84916
H  2.51795  1.53494  -3.49557
H  2.56702  -0.48643  -5.14407
H  1.77876  0.94836  -5.82356
H  0.20887  -0.09985  -6.15597
H  1.63035  0.34213  -1.83450
C  -0.91679  -2.10456  4.11492
C  0.03437  -1.16367  3.53401
O  -0.39714  0.18396  3.48628
O  -2.14803  -2.17084  3.33909
H  -1.13549  -1.76911  5.12869
H  -0.43165  -3.07033  4.25643
H  0.36753  -1.35928  2.51478
H  0.98360  -1.24282  4.06391
H  -0.62552  0.33542  2.56623
H  -2.65648  -1.36909  3.48150
C  -3.89060  3.26765  0.60410
C  -2.66456  4.03456  0.07636
O  -2.91691  5.23567  -0.57045
O  -4.61404  2.78467  -0.48409
H  -4.50892  3.90448  1.23673
H  -3.71962  2.34337  1.15599
H  -2.07014  3.50787  -0.67021
H  -1.98695  4.32587  0.87891
H  -2.05662  5.52465  -0.88349
H  -5.09397  3.54697  -0.81600
C  4.11081  0.93105  1.47687
C  3.54579  0.55793  0.10711
O  2.16937  1.05694  -0.00594
O  4.20611  2.32365  1.63602
H  5.04245  0.37987  1.60470
H  3.48258  0.48037  2.24519
H  3.49583  -0.52579  0.00145
H  4.23223  0.93600  -0.65049
H  2.10018  2.00500  0.12823
H  4.74389  2.62410  0.89972
C  -0.86525  -4.15852  0.04043
C  0.61669  -3.75495  0.19214
O  1.03825  -2.68093  -0.61375
O  -1.21069  -4.79770  -1.17084
H  -1.42061  -3.22286  0.10529
H  -1.09812  -4.75393  0.92324
H  1.20615  -4.65090  -0.00255
H  0.85194  -3.63135  1.24925
H  1.99392  -2.74476  -0.67866
H  -1.74296  -5.52810  -0.84712

The calculation puts the strongest force on any atom at 0.131 Eh/bohr. Its HOMO energy (alpha / beta) is -14.0 / -14.0 eV. The charge is +2. Its HOMO-LUMO gap (alpha / beta) is 4.28 / 2.93 eV. The expectation value of S² is 8.91. The spin multiplicity is 6.

These are the Mulliken partial charges, in e, on atoms 1 to 5: 1.312 -0.287 0.754 -0.686 -0.573